Below is a molecular structure, C5H12N2O, with properties calculated with ωB97M-V with the def2-TZVPD basis set.

Summary:
E_tot	-382.22956	hartree
relative energy (zero: lowest compared OMol25 entry of this formula, charge and spin)	716.67	kJ/mol
Kohn-Sham gap	8.553	eV
HOMO	-8.00	eV

Last column: Löwdin charge in e.
Atoms and positions in Å:
C: 0.1908 0.8883 1.0131  -0.18
N: 1.0219 -0.2671 1.3679  0.02
C: 2.0705 -0.4988 0.4339  -0.40
O: 2.4501 0.1948 -0.4988  -0.03
C: -1.0306 0.4875 0.2184  -0.46
C: -0.8440 -0.5972 -0.7761  -0.11
C: -2.1251 -1.1364 -1.3151  -0.11
N: -2.2945 0.8607 0.4015  0.06
H: 0.7701 1.7728 0.5934  0.15
H: -0.1164 1.2641 2.0097  0.13
H: 2.0334 0.1790 1.6884  0.19
H: 2.5121 -1.5060 0.6105  0.15
H: -0.9946 -0.7681 0.4862  0.18
H: 2.8213 0.8186 -2.6674  0.01
H: 0.1113 -0.7651 -1.2594  0.12
H: -1.9604 -1.9206 -2.0406  0.07
H: -2.7612 -1.4274 -0.4751  0.08
H: -2.6290 -0.3532 -1.8821  0.08
H: 3.0930 0.4406 -3.2601  0.03
H: -2.4167 1.8561 0.5543  0.04

Cartesian forces (eV/Å) of the 2 atoms listed first:
C 0.59 2.74 1.36
N 3.49 1.27 -0.58

Below is a single C5H12N2O molecule, with properties calculated with ωB97M-V with the def2-TZVPD basis set.

Summary:
E_tot	-382.42421	hartree
SMILES string	CNCCN(C)C=O
relative energy (zero: lowest compared OMol25 entry of this formula, charge and spin)	205.62	kJ/mol
Kohn-Sham gap	9.442	eV
HOMO	-8.56	eV

Last column: Löwdin charge in e.
Atoms and positions in Å:
C: 0.5314 2.5569 -1.6792  -0.12
N: -0.4512 1.4621 -1.6754  -0.13
C: -0.1291 0.2178 -1.0770  -0.23
C: 0.1763 0.0220 0.4573  -0.19
N: 0.0568 -1.3949 0.7428  -0.16
C: -1.2623 -1.7262 1.3142  -0.07
C: 1.1102 -1.9683 1.5191  -0.30
O: 2.1122 -1.3870 1.8342  0.05
H: 0.1000 3.5312 -1.4677  0.07
H: 1.3546 2.4191 -0.9561  0.07
H: 1.0555 2.5022 -2.6385  0.07
H: -1.3265 1.8687 -1.3935  0.09
H: 0.7865 -0.2316 -1.4924  0.12
H: -0.9433 -0.4753 -1.3007  0.10
H: -0.3799 0.7009 1.1211  0.12
H: 1.2171 0.3018 0.6583  0.10
H: -1.5518 -0.9277 2.0083  0.09
H: -1.9826 -1.7547 0.4922  0.08
H: -1.2534 -2.7210 1.7661  0.08
H: 0.7795 -2.9960 1.7669  0.13

Cartesian forces (eV/Å) of the 2 atoms listed first:
C 1.21 -1.23 -0.04
N 0.04 1.62 0.14